No. 1
Entry from the Open Molecules 2025 dataset: 9 unconnected molecules or ions with the total composition C19H52F3O11S (ωB97M-V/def2-TZVPD).

The net charge is -1. Its multiplicity is 1. The HOMO energy comes out at -7.2848 eV. The calculation puts the HOMO-LUMO gap at 0.36266 Eh.

Each line ends with the Mulliken charge.
Positions of all 86 atoms, in Å:
C -23.907 28.047 -2.757  0.2321
F -24.869 28.369 -1.890  -0.2131
F -22.960 28.990 -2.712  -0.2094
F -23.360 26.888 -2.387  -0.0526
S -24.557 27.897 -4.464  1.0161
O -25.663 26.955 -4.374  -0.8472
O -25.000 29.241 -4.794  -0.7669
O -23.422 27.422 -5.220  -0.6310
O -25.635 24.723 -2.456  -0.6160
H -26.584 24.619 -2.334  0.2748
H -25.549 25.589 -2.885  0.3013
O -27.138 24.986 -5.915  -0.6571
H -26.630 25.664 -5.442  0.4527
H -26.593 24.197 -5.844  0.3006
C -26.482 25.133 1.609  -1.2191
C -25.412 26.217 1.708  0.2154
C -24.468 26.133 0.527  -0.7619
O -26.054 27.489 1.783  -0.5649
H -27.043 25.085 2.546  0.3416
H -26.065 24.137 1.445  0.3264
H -27.190 25.339 0.803  0.2848
H -24.900 26.077 2.661  0.3275
H -23.726 26.929 0.472  0.3373
H -25.005 26.107 -0.422  0.0262
H -23.957 25.164 0.558  0.3420
H -26.609 27.581 1.001  0.3505
C -28.172 28.797 -7.011  -1.2457
C -26.918 28.998 -7.850  1.2694
C -27.212 29.394 -9.282  -1.5326
O -26.124 30.056 -7.293  -0.5685
H -28.799 28.011 -7.440  0.3843
H -28.702 29.740 -6.883  0.3202
H -27.889 28.457 -6.011  0.2058
H -26.320 28.076 -7.849  -0.1084
H -26.264 29.510 -9.822  0.3187
H -27.705 30.366 -9.334  0.3408
H -27.745 28.628 -9.847  0.3942
H -25.723 29.697 -6.485  0.3765
C -22.975 32.283 -4.054  -1.2197
C -24.251 32.615 -3.278  0.8527
C -24.577 34.085 -3.328  -1.5281
O -25.364 31.930 -3.863  -0.5559
H -22.790 31.208 -4.030  0.1997
H -22.099 32.781 -3.628  0.4590
H -23.098 32.614 -5.086  0.2855
H -24.143 32.260 -2.244  0.1587
H -25.598 34.245 -2.974  0.3735
H -24.517 34.487 -4.341  0.3432
H -23.904 34.670 -2.696  0.3770
H -25.091 31.025 -4.077  0.3370
C -21.341 25.382 -8.990  -1.6455
C -22.475 25.836 -8.072  1.7076
C -23.774 25.130 -8.430  -1.2708
O -22.074 25.501 -6.750  -0.5850
H -21.077 24.353 -8.742  0.4071
H -20.498 26.067 -8.923  0.3126
H -21.661 25.392 -10.038  0.3492
H -22.567 26.919 -8.206  -0.5520
H -24.149 25.408 -9.415  0.3528
H -24.530 25.346 -7.670  0.1704
H -23.590 24.052 -8.387  0.3410
H -22.643 25.998 -6.134  0.4734
C -20.968 24.515 -2.033  -1.3197
C -19.735 25.379 -2.233  0.6154
C -20.057 26.636 -3.018  -0.8215
O -19.162 25.759 -0.960  -0.5555
H -20.735 23.593 -1.480  0.4676
H -21.325 24.125 -2.989  0.3550
H -21.760 25.053 -1.514  0.2223
H -18.972 24.799 -2.767  0.1566
H -19.143 27.095 -3.384  0.3936
H -20.619 27.322 -2.385  0.1439
H -20.717 26.363 -3.843  0.0635
H -19.470 25.120 -0.311  0.3052
C -20.910 30.695 -7.363  -1.3674
C -21.290 29.374 -8.026  1.4442
C -22.332 29.616 -9.114  -1.3882
O -20.152 28.692 -8.584  -0.5238
H -20.292 30.587 -6.472  0.3653
H -21.840 31.181 -7.048  0.1817
H -20.443 31.381 -8.078  0.4183
H -21.722 28.725 -7.262  -0.4531
H -22.516 28.682 -9.649  0.3480
H -21.979 30.371 -9.827  0.4650
H -23.282 29.973 -8.716  0.2868
H -19.720 29.285 -9.206  0.3083

=====

No. 2
Entry from the Open Molecules 2025 dataset: a molecular structure, C2H3IN2O (ωB97M-V/def2-TZVPD).

The net charge is 0. The energy above the lowest of the compared OMol25 structures with the same formula, charge and spin is 5.8634 eV. Its multiplicity is 1. The HOMO energy (spin up / spin down) comes out at -8.4878 / -8.4818 eV. The calculation puts the HOMO-LUMO gap (spin up / spin down) at 0.29982 / 0.29919 Eh.

Each line ends with the Mulliken charge.
Positions of all 9 atoms, in Å:
C -1.015 0.221 -0.192  -0.3265
C 0.347 0.671 0.043  0.0647
N -0.171 -2.081 0.079  -0.0971
N 1.331 0.304 -0.673  -0.5202
O -1.138 -1.357 0.142  -0.0571
I 3.218 0.619 0.027  0.1278
H -1.709 0.696 0.576  0.2484
H -1.386 0.260 -1.168  0.3039
H 0.523 0.667 1.166  0.2562